No. 1
Computed, not measured: a cluster of 2 separate species, C6H15NO in total, with ωB97M-V/def2-TZVPD.

HOMO-LUMO gap (alpha / beta) = 8.155 / 3.906 eV
Net charge = +1
2S+1 = 2
Energy relative to the best compared isomer or geometry (same formula, charge and spin) = 61.6 kcal per mole
LUMO energy (alpha / beta) = -4.9 / -8.8 eV
Expectation value of S² = 0.75

CARTESIAN COORDINATES (ANGSTROEM)
H -0.12 2.37 -1.51
C 0.39 -1.70 0.38
H 0.20 -1.39 -0.64
O 0.77 -0.16 -3.79
C -0.80 0.47 1.35
H 1.27 2.20 1.17
C 0.42 -0.48 1.34
H 2.01 2.62 -0.52
H 1.32 0.10 1.03
C 0.03 1.87 -0.55
H 0.57 -0.89 2.34
H -2.04 1.49 -0.14
C 1.19 2.26 0.09
H -0.16 -0.24 -4.07
H 0.78 -0.65 -2.96
N -0.60 -2.69 0.82
H -1.68 -0.11 1.63
C -1.06 1.03 -0.05
H -1.51 -2.48 0.41
H -0.61 1.17 2.16
H -1.07 0.17 -0.74
H 1.37 -2.18 0.43
H -0.65 -2.75 1.83



No. 2
Computed, not measured: a cluster of 2 separate species, C4H6N2 in total, with ωB97M-V/def2-TZVPD.

HOMO-LUMO gap = 10.132 eV
Energy relative to the best compared isomer or geometry (same formula, charge and spin) = 118.6 kcal per mole
LUMO energy = 1.0 eV

CARTESIAN COORDINATES (ANGSTROEM)
C -0.01 -0.98 0.04
H -3.02 0.12 -0.38
H -3.08 -0.99 1.01
H 3.60 0.14 -0.87
N 3.04 0.11 -0.01
H -3.09 -1.63 -0.64
N 2.45 1.19 0.11
C -1.21 -0.91 0.02
C -2.67 -0.85 0.00
H 1.07 -1.02 0.07
C 1.92 2.21 0.43
H 0.96 2.65 0.23



No. 3
Computed, not measured: a structure of composition C19H22F5N6O2PtS, with ωB97M-V/def2-TZVPD.

HOMO-LUMO gap = 6.938 eV
Net charge = -1
Energy relative to the best compared isomer or geometry (same formula, charge and spin) = 4.4 kcal per mole
LUMO energy = 2.4 eV

CARTESIAN COORDINATES (ANGSTROEM)
H -3.24 4.63 -1.61
C 1.23 3.14 0.04
C 0.87 1.98 0.09
H -3.95 4.33 -0.01
C -2.49 1.84 2.21
F 3.28 -6.68 -2.28
Pt -0.26 0.37 0.29
H 2.09 6.10 -1.43
H 2.33 4.46 -2.06
N -3.94 -1.94 0.45
F 3.60 -7.90 0.12
C 3.14 4.58 0.57
C 0.78 5.38 0.89
N -6.21 -1.22 1.06
N -1.74 1.50 -0.59
N -1.69 -1.04 0.62
F 1.90 -4.38 -2.45
C 1.45 -4.36 -0.13
N -3.71 2.61 -1.18
C -3.61 2.16 -2.55
C 2.35 -6.21 1.17
H -0.24 5.33 0.52
H 1.10 6.43 0.89
H 3.16 4.22 1.60
H -2.77 2.54 3.00
H -5.31 2.14 0.42
H -2.86 2.72 -3.14
H -5.01 2.97 1.96
C 2.91 -6.77 0.04
C 1.71 4.53 0.02
C -4.73 2.11 1.34
H 3.54 5.60 0.54
H -1.51 1.69 -1.56
C 1.70 5.07 -1.42
H -1.43 1.97 1.99
O 1.23 -0.62 1.12
O 1.65 -1.85 0.63
C 2.75 -6.13 -1.18
H -4.97 4.26 -1.46
F 2.51 -6.82 2.35
N -3.31 2.13 1.05
H 0.79 5.02 1.92
C -5.12 -1.53 0.79
H 0.69 5.09 -1.82
F 1.09 -4.55 2.19
C -3.98 4.03 -1.06
H 3.79 3.93 -0.02
H -3.36 1.10 -2.58
S 0.47 -2.96 -0.28
C 1.63 -5.04 1.08
H -4.99 1.20 1.88
H -2.66 0.82 2.57
C -2.79 -1.42 0.54
C 2.04 -4.95 -1.26
H -4.58 2.29 -3.03
C -2.86 2.04 -0.23



No. 4
Computed, not measured: an isolated molecule of C9H11NO4, with ωB97M-V/def2-TZVPD.

HOMO-LUMO gap = 9.844 eV
SMILES string = C[C@@H](O)[C@@](O)(c1ccccc1)[N+](=O)[O-]
Energy relative to the best compared isomer or geometry (same formula, charge and spin) = 128.3 kcal per mole
LUMO energy = 0.2 eV

CARTESIAN COORDINATES (ANGSTROEM)
H 1.79 -0.50 2.14
H -0.62 -1.19 -2.19
H -1.05 0.19 2.11
C -2.66 -0.49 1.11
C 1.20 -0.13 0.23
H -4.30 -1.35 -0.19
C -2.45 -1.27 -1.15
C -1.28 -0.27 1.18
C -0.52 -0.50 0.06
O 1.96 -1.77 -1.28
O 3.08 0.95 -0.62
N 1.84 -1.45 -0.12
H 0.17 2.28 0.54
C 1.65 1.03 -0.65
O 2.05 -2.25 0.77
H -2.82 -1.90 -1.94
H -3.11 -0.24 2.08
H 3.36 1.46 0.09
H 1.79 2.97 0.28
C 1.03 2.33 -0.18
O 1.31 0.20 1.55
H 1.28 0.93 -1.72
C -3.21 -1.02 -0.05
C -1.12 -1.01 -1.14
H 0.62 3.01 -0.92



No. 5
Computed, not measured: a cluster of 2 separate species, C27H47BrF3N2O7S in total, with ωB97M-V/def2-TZVPD.

HOMO-LUMO gap = 7.969 eV
Net charge = +1
LUMO energy = -3.0 eV

CARTESIAN COORDINATES (ANGSTROEM)
H 0.94 0.64 0.49
C 4.74 3.27 -2.88
H 0.22 -3.97 1.45
H 2.50 -2.54 5.10
C 1.89 -1.78 1.64
C -1.77 -3.46 -4.38
H -0.43 -1.17 -0.81
H -0.07 -6.16 -3.54
H -0.19 -3.66 -1.55
H -1.26 0.61 -1.69
H -1.52 -5.46 0.51
H 0.31 0.58 5.19
H 4.13 3.30 -1.98
H 2.27 -2.77 1.89
H 3.28 0.82 -0.12
H -0.07 -4.34 -5.52
O 3.29 -0.84 -1.38
H 3.39 0.79 -2.71
C -2.36 -3.88 -3.23
H -0.13 -5.96 -0.44
O 0.15 -0.06 5.90
H -0.13 -1.77 1.30
H -1.45 -3.20 -0.41
C 1.28 0.10 -0.41
F -8.76 7.96 -0.09
C 6.06 2.54 -2.68
H 0.71 -0.34 2.72
C -0.87 2.36 -0.48
O 5.97 1.14 -2.91
H 1.47 -3.90 0.17
H -0.70 1.99 -2.59
N 0.68 -2.05 0.75
H -5.46 4.01 1.57
H 4.15 2.78 -3.67
C 1.40 -1.16 2.95
H -3.84 4.70 1.76
H 1.56 1.83 -1.65
C -1.97 -5.71 -1.57
O 1.41 -1.16 7.63
C 0.90 0.95 -1.63
H -2.07 -2.61 -4.98
C -0.57 -3.84 -0.55
H 5.30 0.99 -0.97
H 3.86 -1.67 0.74
C 0.62 -1.26 -0.52
C -4.90 4.93 1.73
H -4.66 6.86 0.77
C 2.78 -0.14 -0.26
O 2.58 0.04 5.77
C -8.61 7.23 1.03
H -4.87 5.52 -0.35
H 6.44 2.72 -1.67
H 4.12 -0.73 -3.21
H -0.31 -1.87 4.12
C -7.10 7.05 1.32
C 1.46 -2.26 5.27
H 4.91 4.30 -3.20
Br -2.40 3.47 -0.86
H -3.20 -3.47 -2.69
H 1.01 -3.03 5.89
H -5.19 5.34 2.69
H -0.04 3.04 -0.28
H -1.88 -6.78 -1.77
H -1.12 1.82 0.42
C 0.72 -2.15 3.94
H 0.70 -3.16 3.51
O -6.53 7.66 2.17
F -9.21 6.06 0.85
H -3.00 -5.50 -1.28
C -0.72 -4.36 -4.67
O -6.59 6.16 0.48
C -5.18 5.92 0.61
F -9.20 7.87 2.03
C 3.05 -0.99 0.99
N -1.71 -5.00 -2.80
H 1.12 0.40 -2.55
H 6.81 2.91 -3.37
C 3.98 -0.06 -2.36
H 2.27 -0.72 3.44
H 1.13 -1.82 -1.30
C -1.00 -5.31 -0.44
H 5.97 -0.49 -1.69
C -0.71 -5.30 -3.68
H 3.44 -0.33 1.76
C 0.49 -3.53 0.49
S 1.51 -0.79 6.27
C -0.55 1.44 -1.65
C 5.36 0.39 -1.89



No. 6
Computed, not measured: the ion CH5N2O6P2 with charge +1, with ωB97M-V/def2-TZVPD.

HOMO-LUMO gap = 9.407 eV
Net charge = +1
SMILES string = CP(#[N+]OP(=O)(O)O)ON=O
Energy relative to the best compared isomer or geometry (same formula, charge and spin) = 6.6 kcal per mole
LUMO energy = -5.3 eV

CARTESIAN COORDINATES (ANGSTROEM)
O 2.56 -0.84 -0.42
C 0.16 -2.08 0.24
N 3.78 -0.35 0.28
H -0.61 -1.78 0.92
O -2.42 2.35 -0.46
H 0.91 -2.72 0.65
N 1.03 0.99 -0.50
P 1.03 -0.51 -0.17
H -0.39 -2.42 -0.73
O -1.58 0.39 1.02
O -0.03 1.75 -0.42
H -2.14 0.77 1.69
O 3.72 0.55 1.02
H -2.85 2.80 -1.18
P -1.55 1.03 -0.43
O -1.61 0.07 -1.51



No. 7
Computed, not measured: a structure of composition C2HLiO2Yb, with ωB97M-V/def2-TZVPD.

HOMO-LUMO gap (alpha / beta) = 8.738 / 5.916 eV
Net charge = +2
2S+1 = 3
LUMO energy (alpha / beta) = -10.1 / -12.3 eV
Expectation value of S² = 2.03

CARTESIAN COORDINATES (ANGSTROEM)
H -0.40 0.48 1.55
O 1.38 -0.62 -0.90
Yb 1.90 1.30 -0.41
Li 0.93 -1.73 0.48
O -2.23 0.02 -0.96
C -1.34 0.20 -0.22
C -0.24 0.35 0.47



No. 8
Computed, not measured: a structure of composition C34H80Cl10N4, with ωB97M-V/def2-TZVPD.

HOMO-LUMO gap = 7.773 eV
Energy relative to the best compared isomer or geometry (same formula, charge and spin) = 424.6 kcal per mole
LUMO energy = 0.2 eV

CARTESIAN COORDINATES (ANGSTROEM)
C 41.83 33.05 6.09
H 37.74 29.42 1.52
H 36.53 37.54 -0.13
H 38.79 33.07 1.52
C 38.88 35.96 0.27
H 40.21 30.87 -0.13
H 35.82 30.93 0.10
H 37.07 30.79 3.34
C 43.40 32.82 6.31
H 38.15 42.46 0.98
H 37.86 36.99 1.62
Cl 40.95 31.55 5.62
H 38.19 37.46 4.39
C 36.44 39.71 -0.09
C 40.91 35.76 2.90
H 39.85 35.76 2.61
H 42.60 40.03 2.88
H 38.02 40.64 0.83
Cl 42.45 37.20 3.52
C 41.61 33.74 -3.52
H 38.09 29.94 0.17
H 43.59 32.70 5.40
N 40.64 32.90 -3.16
H 39.73 31.47 3.87
C 36.15 30.36 0.95
C 41.23 31.95 -2.15
C 38.12 32.79 -2.55
H 38.43 35.69 -0.62
C 38.78 32.14 0.88
H 35.46 39.60 -0.77
Cl 43.94 35.11 1.66
H 41.95 35.71 -3.32
H 45.23 34.89 3.52
H 42.34 33.35 -4.14
C 38.73 38.97 3.20
C 40.81 38.91 1.07
H 39.51 39.88 -0.12
C 41.97 34.84 -2.70
H 37.83 41.30 3.21
C 38.63 41.45 1.26
H 37.53 38.33 -1.34
C 40.76 36.18 8.33
H 38.08 32.13 -1.71
H 38.38 31.62 5.21
Cl 43.27 36.66 7.35
C 38.79 41.28 2.74
H 44.78 37.38 3.63
C 44.19 35.29 3.47
H 37.41 33.53 -2.37
H 41.03 39.29 4.45
Cl 44.17 34.31 7.03
H 39.72 34.04 -1.60
H 39.09 34.52 -3.07
H 41.74 33.82 5.35
H 42.64 34.48 2.77
N 39.56 40.05 3.10
H 38.85 35.28 1.00
C 38.78 37.12 1.17
H 42.68 41.23 3.82
H 41.60 39.78 1.01
H 44.12 36.59 0.49
C 40.06 31.72 0.31
H 37.44 38.84 4.56
C 37.31 38.34 -0.33
C 37.48 30.29 1.04
H 43.86 36.63 4.88
C 39.47 33.64 -2.62
Cl 40.94 35.81 4.65
H 41.96 30.59 -3.87
H 41.40 33.24 7.11
H 37.90 32.20 -3.50
H 36.34 39.74 0.95
C 44.66 36.37 -0.38
H 35.42 30.89 1.53
H 41.43 37.96 1.03
C 38.40 38.42 4.35
H 41.60 41.60 2.59
C 44.02 36.70 3.88
Cl 39.43 36.98 9.30
H 38.70 38.72 5.29
H 43.40 34.60 3.81
C 45.13 34.95 -0.48
H 42.79 34.66 -2.24
N 38.47 38.30 0.59
H 38.18 32.27 -0.09
Cl 41.64 34.70 0.56
C 41.76 37.34 7.90
H 39.30 42.06 3.38
C 41.78 40.83 3.18
H 40.67 39.09 2.31
H 43.61 31.90 6.75
H 40.63 32.42 -0.26
C 37.72 31.68 3.10
H 41.27 35.60 9.01
H 42.46 30.23 -2.26
H 38.98 33.09 4.16
Cl 46.10 34.64 -1.90
H 40.36 35.66 7.46
C 38.71 31.96 4.14
C 41.64 34.56 2.36
H 38.17 38.80 2.40
H 41.15 36.70 2.45
C 42.26 31.07 -2.86
H 41.41 32.43 -1.22
H 40.59 31.72 1.12
N 38.18 31.15 1.80
H 36.87 32.38 2.93
H 41.29 34.30 -4.36
H 36.84 40.59 -0.16
Cl 43.64 36.80 -1.88
H 41.54 35.09 -1.99
H 45.47 37.07 -0.57
H 39.64 41.46 0.63
H 40.56 41.04 4.71
H 39.85 38.34 -0.76
H 39.34 37.22 2.00
C 39.63 38.91 0.10
H 35.70 29.45 0.86
H 44.26 34.38 -0.54
H 39.37 38.14 2.84
H 41.27 37.90 7.24
H 45.66 34.71 0.37
H 39.94 35.94 0.00
H 40.47 31.27 -1.86
H 43.13 31.74 -3.04
C 40.67 40.32 4.05
H 41.86 37.76 8.78
H 41.14 33.65 2.58



No. 9
Computed, not measured: a cluster of 2 separate species, C2H5NO3 in total, with ωB97M-V/def2-TZVPD.

HOMO-LUMO gap = 8.727 eV
Energy relative to the best compared isomer or geometry (same formula, charge and spin) = 118.5 kcal per mole
LUMO energy = 0.3 eV

CARTESIAN COORDINATES (ANGSTROEM)
H 1.22 -2.23 0.05
O 0.32 -1.57 -1.79
N -0.21 -0.23 0.59
H 0.28 1.79 0.20
O -1.53 1.12 -0.72
H 0.54 -0.32 2.24
C -0.24 0.94 -0.27
H -2.07 1.40 0.06
O 0.84 0.10 1.47
H 0.30 0.70 -1.20
C 0.56 -1.71 -0.64



No. 10
Computed, not measured: a cluster of 2 separate species, C4H13N2O in total, with ωB97M-V/def2-TZVPD.

HOMO-LUMO gap (alpha / beta) = 4.033 / 8.950 eV
2S+1 = 2
Energy relative to the best compared isomer or geometry (same formula, charge and spin) = 56.0 kcal per mole
LUMO energy (alpha / beta) = 0.6 / 0.4 eV
Expectation value of S² = 0.75

CARTESIAN COORDINATES (ANGSTROEM)
H -4.93 -0.37 -0.84
O -4.04 -0.39 -1.30
H -2.64 0.38 -1.53
C 1.71 0.28 1.28
H -3.77 -1.26 -0.93
H -1.85 1.64 -2.56
H 2.05 1.25 1.11
H 2.14 0.11 -0.79
N -1.77 1.10 -1.66
H 3.49 -0.70 1.56
H 2.84 -0.24 3.24
H -0.84 -0.24 0.23
C 1.32 -0.29 -0.13
N -0.09 0.11 -0.44
H 0.68 0.63 1.66
H 0.23 0.84 -2.20
H 1.40 -1.40 0.07
C 2.52 -0.58 2.18
C -0.55 0.63 -1.50
H 2.11 -1.50 2.55



No. 11
Computed, not measured: an isolated molecule of C5H10N4, with ωB97M-V/def2-TZVPD.

HOMO-LUMO gap = 9.875 eV
SMILES string = [H]/N=C(/N(C)C)N(C)C#N
Energy relative to the best compared isomer or geometry (same formula, charge and spin) = 42.2 kcal per mole
LUMO energy = 0.7 eV

CARTESIAN COORDINATES (ANGSTROEM)
H -1.08 -0.21 2.55
H -1.90 0.51 -2.03
H 2.02 1.52 -0.13
H 2.70 -1.29 -0.22
N -1.32 0.30 -0.03
C 1.37 0.92 -0.79
C -1.64 -0.28 -1.32
N 0.91 -0.26 -0.10
C 1.97 -1.00 0.55
H 1.55 -1.89 1.02
N -0.21 -0.27 2.03
C -2.46 0.87 0.68
H -0.78 -0.83 -1.70
H 2.48 -0.42 1.32
H -2.49 -0.96 -1.23
H 0.53 1.53 -1.13
C -0.29 -0.10 0.79
N -3.29 1.21 1.41
H 1.93 0.62 -1.67



No. 12
Computed, not measured: an isolated molecule of C5H7NO, with ωB97M-V/def2-TZVPD.

HOMO-LUMO gap (alpha / beta) = 7.996 / 7.537 eV
Energy relative to the best compared isomer or geometry (same formula, charge and spin) = 132.0 kcal per mole
LUMO energy (alpha / beta) = -0.4 / -0.9 eV

CARTESIAN COORDINATES (ANGSTROEM)
H 1.89 1.95 1.28
C 1.30 1.73 0.39
C 1.20 0.25 0.14
H -2.22 -0.16 1.46
C -1.44 -1.64 -0.01
C 0.07 -0.19 -0.62
H 1.80 2.21 -0.48
H -0.29 -1.98 -1.68
C -1.49 -0.63 0.82
H 2.13 -0.33 0.10
H 0.33 2.23 0.48
O -0.66 0.62 -1.19
N -0.22 -1.66 -0.71
H -2.21 -2.41 -0.10